10
Properties=species:S:1:pos:R:3:forces:R:3:lowdin_charge:R:1 method="wB97M-V/def2-TZVPD" smiles="O=C=C=C=CN=C=C=O" e_homo_ev="-8.632 / -8.634" e_tot_ev=-11816.2102 homo_lumo_gap_ev="7.1606 / 7.1647" max_force_ha_per_bohr=0.068
O 1.638135 -2.064451 0.125849 1.842 -1.353 -0.104 0.199
C 0.648707 -1.730615 -0.329879 -1.823 1.388 0.750 -0.220
C -0.612548 -1.490495 -0.634244 -2.167 1.655 -1.129 0.020
C -1.524963 -0.598066 -0.908774 2.450 -2.452 0.597 0.038
C -1.658543 0.737847 -0.653010 -1.159 2.299 -0.310 -0.185
N -0.559409 1.144240 -0.033266 -0.106 1.564 0.938 0.052
C 0.449140 0.567534 0.484807 -1.446 -0.355 -1.064 -0.108
C 1.510255 0.947334 1.140515 1.907 -0.653 0.450 -0.129
O 2.544270 0.892113 1.675903 -0.928 0.383 -0.237 0.189
H -2.435043 1.594559 -0.867900 1.431 -2.478 0.109 0.145